Here is a cluster of 2 separate species, C3H7NO2 in total from OMol25. Energies are from ωB97M-V with the def2-TZVPD basis set.

As for the LUMO energy: 0.88 eV. Its structure (SMILES) is C/N=C1\O[C@H]1O.[H][H]. As for the molecular weight: 89.09 g/mol. The HOMO energy is -10.1 eV. For the energy above the lowest of the compared OMol25 structures with the same formula, charge and spin, the calculation gives 365.9 kJ/mol. The HOMO-LUMO gap is 10.96 eV.

The geometry in ORCA input format:
```
! RIJCOSX wB97M-V def2-TZVPD def2/J DEFGRID3
* xyz 0 1
C 2.167 0.234 -0.001
N 0.864 -0.396 -0.133
C -0.112 0.087 0.479
O -0.475 1.109 1.278
C -1.515 0.153 0.756
O -2.432 0.626 -0.121
H 2.446 0.668 -0.967
H 2.213 1.018 0.765
H 2.903 -0.540 0.233
H -1.984 -0.416 1.552
H -1.999 0.824 -0.964
H -0.676 -1.619 -1.373
H -1.400 -1.748 -1.504
*
```